# 1
15
Properties=species:S:1:pos:R:3:lowdin_charge:R:1 method="wB97M-V/def2-TZVPD" charge=0 e_lumo_ev=0.839 homo_energy_ev=-7.7 smiles=Cc1cccn1N gap_ev=8.571
C -1.70471 -0.37726 -0.72943 -0.1084
C -0.33914 -0.09337 -0.41970 -0.3374
C 0.67688 0.40901 -1.25063 -0.1550
C 1.93762 0.62240 -0.69127 -0.1124
C 1.62121 0.30227 0.64706 -0.1475
H -2.02781 -1.04708 0.21020 0.0951
H -1.88952 -0.89989 -1.90983 0.1623
H -2.42643 0.52223 -0.69705 0.0816
H 0.66625 0.17475 -2.48543 0.1537
H 2.89273 0.49655 -1.40558 0.1428
H 2.29720 0.23296 1.53127 0.1221
H -0.52237 -1.03497 2.06231 0.0660
H -1.13944 0.68839 2.25989 0.1597
N 0.33150 0.06985 0.84598 -0.1893
N -0.37397 -0.06584 2.03223 0.0666

=====

# 2
11
Properties=species:S:1:pos:R:3:lowdin_charge:R:1 method="wB97M-V/def2-TZVPD" charge=0 e_lumo_ev=-2.216 homo_energy_ev=-8.1 gap_ev=5.863
C -0.78411 -1.15966 -0.62306 0.1221
C -0.95546 0.21902 -0.54491 -0.5746
O -2.04016 0.76888 -0.77064 0.0041
C 0.34918 0.86382 -0.12284 -0.1839
C 1.10283 0.25222 0.97022 0.0676
H 0.05438 -1.79477 -0.32708 0.0546
H -1.70856 -1.71810 -0.72689 0.0714
H 0.57153 0.09693 1.91359 0.0782
H 0.20861 1.94293 -0.25512 0.1420
H 1.04277 0.08266 -0.59898 0.1510
H 2.15899 0.44608 1.08570 0.0675

=====

# 3
8
Properties=species:S:1:pos:R:3:lowdin_charge:R:1 method="wB97M-V/def2-TZVPD" charge=0 e_lumo_ev=-1.005 homo_energy_ev=-8.8 gap_ev=7.844
C -0.66165 0.40861 0.27170 -0.0244
C 0.68391 0.45308 0.07451 -0.0244
C -0.69906 1.76709 0.82928 -0.8381
C 0.79161 1.81647 0.61056 -0.8381
S -1.82187 2.75761 1.41174 0.7493
S 1.96756 2.88350 0.85486 0.7493
H -1.42848 -0.32213 0.09763 0.1132
H 1.41426 -0.22824 -0.31876 0.1132

=====

# 4
28
Properties=species:S:1:pos:R:3:lowdin_charge:R:1 method="wB97M-V/def2-TZVPD" charge=0 e_lumo_ev=0.675 homo_energy_ev=-8.5 smiles="CC(C)[C@H]1CC(=C=N)OC(=O)[C@H]1C" gap_ev=9.134
C 1.46858 2.89799 0.87708 -0.0862
C 1.31114 1.53548 0.92255 -0.2166
C 0.39994 0.07074 2.44489 -0.4593
C 1.09207 0.60771 -0.31074 -0.0774
C -0.52329 -0.40891 1.36787 -0.2498
C 0.27575 -0.68990 0.05274 -0.2336
C -1.61292 0.58549 1.09338 -0.0290
C 0.49292 -1.11451 -2.40596 -0.0354
C -1.44407 -2.08271 -1.11190 -0.0792
C -0.51508 -0.95910 -1.22312 -0.4183
N 1.50104 4.12123 0.86390 0.1182
O 0.38455 -0.49053 3.51689 0.1244
O 1.37138 0.95490 2.18165 0.0983
H 0.60863 1.11918 -1.16484 0.1163
H 2.02178 0.31043 -0.81134 0.1149
H -0.72798 -1.37478 1.84533 0.1570
H 0.84371 -1.50759 0.37582 0.1335
H -2.57888 0.09620 0.77614 0.1077
H -1.21582 1.39733 0.45270 0.1001
H -1.85085 0.98459 2.07198 0.0882
H 1.34878 -1.77440 -2.16559 0.1050
H 0.87456 -0.13671 -2.63308 0.0592
H 0.12767 -1.46959 -3.30237 0.0479
H -0.88915 -3.06011 -0.93919 0.1153
H -1.94442 -2.15346 -2.06029 0.0768
H -2.18786 -2.02154 -0.31984 0.0768
H -1.11562 -0.09567 -1.24957 0.1090
H 2.48344 4.65823 0.85488 0.1362

=====

# 5
9
Properties=species:S:1:pos:R:3:lowdin_charge:R:1 method="wB97M-V/def2-TZVPD" charge=0 e_lumo_ev="0.772 / -3.485" homo_energy_ev="-5.6 / -9.1" multiplicity=3 gap_ev="6.414 / 5.588" s2=2.0077
C -0.13656 -0.21752 0.93055 -0.2379
C -0.19083 0.44098 -0.45957 -1.1950
S 0.19318 -0.68286 -1.83430 0.6553
I 0.75820 2.47062 -0.49075 0.7618
H 0.38369 -1.25403 0.87748 0.0912
H 0.27997 0.36521 1.67578 0.0116
H -1.14660 -0.38156 1.14225 0.0384
H -1.29556 0.68276 -0.55956 0.0276
H 1.15450 -1.42360 -1.28187 -0.1530

=====

# 6
19
Properties=species:S:1:pos:R:3:lowdin_charge:R:1 method="wB97M-V/def2-TZVPD" charge=0 e_lumo_ev="-1.288 / -0.866" homo_energy_ev="-8.9 / -8.6" gap_ev="7.581 / 7.724"
C 3.16886 -0.28719 0.59437 0.0384
C 2.17316 -0.79904 1.22731 -0.2480
C -1.09159 1.58003 1.34959 -0.1737
C -0.26107 1.03741 0.54667 -0.2102
C -2.22912 0.87518 2.03823 -0.1319
C 1.58877 -2.10727 1.04906 -0.4359
O -0.96072 -2.39744 -0.59064 -0.4118
F 0.62310 1.38169 -0.27902 0.1314
F 2.07096 -2.94427 0.10774 0.0055
P -0.38302 -1.78050 0.59335 0.4915
Cl -1.18593 -2.58365 2.27436 0.3232
H 3.37654 0.68476 0.97383 0.0652
H 3.75324 -0.69577 -0.14385 0.0542
H 1.73276 -0.25898 2.13783 0.1437
H -1.24815 2.64058 1.64434 0.1283
H -2.23092 0.95914 3.13711 0.0832
H -3.14591 1.26452 1.68518 0.0582
H -2.30083 -0.21731 1.83906 0.0088
H 1.30657 -2.70129 1.95483 0.0798

=====

# 7
46
Properties=species:S:1:pos:R:3:lowdin_charge:R:1 method="wB97M-V/def2-TZVPD" charge=+2 e_lumo_ev=-5.803 homo_energy_ev=-15.2 gap_ev=9.363
Sr -0.16266 -0.00996 -0.39426 1.7984
C 1.81694 -0.44351 1.96891 -0.1255
C 2.28231 0.95717 1.56011 -0.1154
O 1.72604 1.31224 0.26212 -0.3094
C 1.27082 2.68781 0.05172 -0.1184
C -0.08127 2.98544 0.70110 -0.1245
O -1.11200 2.07454 0.21178 -0.3115
C -2.30060 1.91458 1.04445 -0.1232
C -3.01933 0.60680 0.72130 -0.1227
O -2.17041 -0.56814 0.87778 -0.3027
C -1.91594 -1.05909 2.21711 -0.1216
C -0.46864 -1.53991 2.33040 -0.1252
O 0.36402 -0.41524 1.94194 -0.3143
H 2.16587 -0.64919 2.98131 0.1507
H 2.19776 -1.22548 1.30361 0.1405
H 3.36827 0.99324 1.48987 0.1498
H 1.94183 1.67898 2.30288 0.1395
H 1.24098 2.82664 -1.02822 0.1433
H 2.01623 3.37418 0.45351 0.1515
H -0.37992 4.00862 0.47090 0.1516
H -0.02172 2.87635 1.78650 0.1338
H -2.96341 2.76232 0.86829 0.1516
H -1.98506 1.93277 2.09059 0.1339
H -3.37254 0.57944 -0.30913 0.1422
H -3.88822 0.51301 1.37374 0.1515
H -2.60351 -1.87802 2.42648 0.1492
H -2.08448 -0.25639 2.93598 0.1401
H -0.26484 -2.40716 1.69335 0.1396
H -0.25875 -1.81279 3.36496 0.1506
C -0.30073 -0.34808 -5.08799 0.0235
C -0.80441 -0.71750 -3.73520 -0.3429
O -0.21322 -0.30138 -2.72664 -0.1615
C -1.99112 -1.58023 -3.55968 -0.1652
C -2.94790 -1.64838 -4.56991 0.0012
C -4.09115 -2.41765 -4.39737 -0.0309
C -4.25720 -3.14304 -3.22873 -0.0356
C -3.28961 -3.10806 -2.22784 -0.0510
C -2.16472 -2.32256 -2.38617 -0.0392
H 0.62894 0.20323 -4.99524 0.0981
H -1.04214 0.26972 -5.60029 0.1071
H -0.16887 -1.24949 -5.68809 0.1163
H -2.82193 -1.09316 -5.48966 0.1214
H -4.84304 -2.46055 -5.17328 0.1230
H -5.13804 -3.75869 -3.10080 0.1222
H -3.41888 -3.71743 -1.34362 0.1161
H -1.38784 -2.36752 -1.62688 0.0945

=====

# 8
10
Properties=species:S:1:pos:R:3:lowdin_charge:R:1 method="wB97M-V/def2-TZVPD" charge=-1 e_lumo_ev=4.526 homo_energy_ev=-2.5 gap_ev=7.014
C 2.66268 -0.15493 0.07082 -0.5961
C -0.05117 0.72672 -0.22129 -0.2725
C 0.49629 -0.60569 0.21708 -0.2011
O 3.25994 -0.45793 1.09511 -0.0523
O 2.86422 0.20640 -1.06909 -0.0355
H -1.18912 0.84130 -0.42830 0.0588
H 0.46546 1.43290 0.43578 0.0459
H 0.38456 1.15551 -1.14079 0.0369
H 0.26081 -1.43048 -0.35942 -0.0226
H 0.31120 -0.82350 1.31042 0.0386

=====

| no. | electronic energy (eV) |
| --- | --- |
| 1 | -8290.7675 |
| 2 | -6286.5217 |
| 3 | -25848.2061 |
| 4 | -16195.7562 |
| 5 | -21086.4290 |
| 6 | -35641.1360 |
| 7 | -28041.8141 |
| 8 | -7286.6276 |